## w
The following is a quantum chemistry calculation of C21H27N3O4S in the gas phase, from the OMol25 dataset.

Output
Orbital gap ... 0.31466 hartree
Total charge ... 0
SMILES string ... COc1ccc(-c2nc(CSCC(=O)NCCCN3CCCC3=O)c(C)o2)cc1

Each line ends with the Löwdin charge.
Element x y z (Å)
C -2.0614 1.1901 -6.3539  -0.087
O -1.8627 2.4497 -5.7579  -0.079
C -1.3003 2.5081 -4.5237  -0.271
C -0.8924 1.4047 -3.7774  -0.007
C -0.3300 1.5861 -2.5296  -0.009
C -0.1633 2.8621 -1.9982  -0.146
C 0.4234 3.0315 -0.6898  -0.276
N 0.8063 2.0860 0.1224  0.194
C 1.2961 2.7265 1.2285  -0.320
C 1.7964 1.9987 2.4143  -0.365
S 0.3647 1.3816 3.4129  0.892
C 0.8611 -0.3394 3.6815  -0.388
C 1.1489 -1.1456 2.4272  -0.578
O 1.8920 -2.1093 2.4709  0.048
N 0.5184 -0.7388 1.3175  0.060
C 0.6316 -1.4437 0.0694  -0.172
C -0.7326 -1.8833 -0.4705  -0.154
C -1.5853 -2.6017 0.5852  -0.140
N -0.8548 -3.5714 1.3543  -0.063
C -0.2796 -4.7681 0.7860  -0.140
C 0.6848 -5.2387 1.8783  -0.149
C 0.0504 -4.7085 3.1616  -0.076
C -0.7364 -3.4982 2.6971  -0.472
O -1.2093 -2.6212 3.3905  0.051
C 1.1747 4.0768 1.0384  -0.246
C 1.5193 5.2481 1.8811  0.001
O 0.6264 4.2683 -0.1862  0.122
C -0.5722 3.9669 -2.7495  -0.007
C -1.1317 3.7908 -3.9928  0.007
H -2.7366 0.5664 -5.7594  0.096
H -2.5172 1.3915 -7.3219  0.094
H -1.1141 0.6624 -6.5033  0.096
H -1.0070 0.4027 -4.1598  0.103
H -0.0069 0.7383 -1.9484  0.088
H 2.3892 2.6551 3.0492  0.078
H 2.3725 1.1243 2.1215  0.087
H 0.0109 -0.8145 4.1778  0.071
H 1.7247 -0.3743 4.3471  0.088
H -0.0128 0.1214 1.3277  0.088
H 1.2664 -2.3112 0.2664  0.114
H 1.1301 -0.8045 -0.6686  0.108
H -1.2931 -1.0108 -0.8116  0.102
H -0.5680 -2.5342 -1.3315  0.105
H -1.9641 -1.8781 1.3124  0.123
H -2.4400 -3.0827 0.0920  0.127
H -1.0673 -5.5111 0.5925  0.125
H 0.2274 -4.5522 -0.1566  0.117
H 1.6546 -4.7608 1.7414  0.107
H 0.8164 -6.3188 1.8787  0.108
H -0.6462 -5.4221 3.6068  0.124
H 0.7808 -4.4190 3.9132  0.121
H 1.0948 6.1461 1.4406  0.086
H 2.6004 5.3687 1.9517  0.088
H 1.1215 5.1163 2.8854  0.087
H -0.4463 4.9597 -2.3462  0.118
H -1.4524 4.6332 -4.5848  0.120

## x
The following is a quantum chemistry calculation of C21H27N3O4S in the gas phase, from the OMol25 dataset.

Output
Orbital gap ... 0.35032 hartree
Total charge ... 0
SMILES string ... CCOc1ccc(S(=O)(=O)N2CCC[C@H](C(=O)NCc3cccnc3)C2)cc1C

Each line ends with the Löwdin charge.
Element x y z (Å)
C -6.6319 -2.3948 -1.4406  -0.059
C -6.7155 -1.0121 -0.8021  -0.234
O -5.8282 -0.8633 0.2911  -0.044
C -4.5036 -0.6771 0.0792  -0.217
C -3.9059 -0.5014 -1.1657  0.002
C -2.5388 -0.2960 -1.2590  -0.050
C -1.7754 -0.2685 -0.1128  -0.285
S -0.0180 0.0005 -0.1951  0.689
O 0.6589 -0.9871 0.6078  -0.295
O 0.3745 0.1139 -1.5728  -0.272
N 0.1023 1.4407 0.6327  -0.228
C -0.3662 2.6009 -0.0926  -0.190
C 0.7689 3.3036 -0.8327  -0.155
C 1.8724 3.6775 0.1538  -0.153
C 2.3994 2.4089 0.8398  -0.192
C 3.2322 1.6341 -0.1930  -0.466
O 4.0155 2.2331 -0.9078  0.052
N 3.1019 0.2992 -0.2209  0.093
C 3.7637 -0.5038 -1.2333  -0.116
C 4.7439 -1.4420 -0.5880  -0.187
C 5.9592 -0.9706 -0.1027  -0.019
C 6.8259 -1.8541 0.5172  -0.061
C 6.4396 -3.1816 0.6298  -0.162
N 5.2853 -3.6412 0.1788  0.056
C 4.4615 -2.7918 -0.4096  -0.105
C 1.2266 1.6819 1.5097  -0.151
C -2.3549 -0.4431 1.1322  -0.009
C -3.7150 -0.6484 1.2491  -0.179
C -4.3760 -0.8403 2.5765  -0.027
H -5.6411 -2.5774 -1.8489  0.069
H -6.8412 -3.1578 -0.6953  0.081
H -7.3635 -2.4730 -2.2399  0.079
H -6.5502 -0.2240 -1.5461  0.117
H -7.7062 -0.8664 -0.3627  0.126
H -4.4903 -0.5189 -2.0713  0.109
H -2.0566 -0.1633 -2.2144  0.116
H -0.8303 3.2848 0.6287  0.133
H -1.1326 2.2537 -0.7879  0.115
H 1.1676 2.6257 -1.5892  0.114
H 0.3851 4.1948 -1.3313  0.117
H 1.4805 4.3692 0.9038  0.119
H 2.6964 4.1603 -0.3723  0.114
H 3.1077 2.6988 1.6261  0.155
H 2.3937 -0.1851 0.3100  0.078
H 4.2822 0.1928 -1.8988  0.129
H 3.0039 -1.0560 -1.7938  0.124
H 6.2116 0.0743 -0.2155  0.119
H 7.7783 -1.5229 0.9023  0.099
H 7.0803 -3.9143 1.1034  0.100
H 3.5259 -3.2100 -0.7587  0.114
H 0.8627 2.3127 2.3317  0.136
H 1.5180 0.7191 1.9310  0.118
H -1.7204 -0.4245 2.0040  0.124
H -4.9043 -1.7919 2.5955  0.088
H -5.1151 -0.0581 2.7421  0.089
H -3.6442 -0.8196 3.3782  0.081

Stability comparison, relative energies in kJ/mol: w 0.0; x 101.9

## w
The following is a quantum chemistry calculation of 2 unconnected molecules or ions with the total composition CH7N3, from the OMol25 dataset.

Output
Orbital gap ... 0.37015 hartree
Total charge ... 0
SMILES string ... [H]/N=C/N.N

Each line ends with the Löwdin charge.
Element x y z (Å)
H 1.2502 -1.9718 1.9754  0.019
N 0.7587 -1.2609 1.4473  0.043
C 1.3916 -1.0208 0.3688  -0.411
N 1.0239 -0.0360 -0.5084  0.058
H 2.3224 -1.5301 0.1052  0.107
H 1.2427 -0.2513 -1.4550  0.066
H 0.0756 0.3290 -0.3951  0.035
N -1.8124 1.3382 -0.3497  0.026
H -2.4501 0.6976 -0.7874  0.019
H -2.1274 1.5920 0.5672  0.021
H -1.6752 2.1142 -0.9683  0.017

## x
The following is a quantum chemistry calculation of 2 unconnected molecules or ions with the total composition CH7N3, from the OMol25 dataset.

Output
Orbital gap ... 0.37985 hartree
Total charge ... 0
SMILES string ... [H]/N=C\N.N

Each line ends with the Löwdin charge.
Element x y z (Å)
H 0.9397 0.3958 1.4610  0.029
N 0.0050 0.8001 1.4310  0.047
C -0.7185 0.1012 0.6404  -0.424
N -0.7411 -1.2727 0.5095  0.055
H -1.4496 0.4773 -0.0807  0.102
H -0.5851 -1.7102 -0.3917  0.083
H -0.2644 -1.7346 1.2770  0.082
N 0.9948 0.5120 -1.9856  0.021
H 1.0391 1.4889 -1.7370  0.012
H 1.4906 0.2362 -2.8161  0.006
H 1.3525 0.0860 -1.1391  -0.011

Stability comparison, relative energies in kJ/mol: w 0.0; x 89.5